(1)
The following is a DFT calculation (wB97M-V/def2-TZVPD) of a cluster of 9 separate species, C46H65F3N6 in total.

Each line ends with the Löwdin charge.
Element x y z (Å)
C (-5.306, 1.807, -4.939)  -0.10
C (-4.925, 1.859, -3.515)  -0.29
N (-4.761, 0.559, -2.888)  -0.19
C (-5.034, 0.595, -1.445)  -0.24
C (-4.141, 1.501, -0.591)  -0.07
C (-3.574, -0.100, -3.240)  -0.28
C (-3.488, -1.591, -2.862)  -0.05
H (-5.998, 0.965, -5.109)  0.09
H (-4.432, 1.646, -5.566)  0.06
H (-5.724, 2.780, -5.246)  0.08
H (-4.041, 2.453, -3.501)  0.10
H (-5.631, 2.449, -2.896)  0.13
H (-6.108, 0.850, -1.352)  0.12
H (-4.993, -0.446, -1.078)  0.09
H (-4.221, 1.274, 0.469)  0.05
H (-3.110, 1.370, -0.945)  0.06
H (-4.359, 2.568, -0.825)  0.07
H (-2.701, 0.432, -2.916)  0.09
H (-3.480, -0.056, -4.334)  0.11
H (-4.389, -2.041, -3.201)  0.08
H (-3.430, -1.694, -1.793)  0.04
H (-2.649, -1.946, -3.440)  0.06
C (2.297, -0.484, 4.436)  -0.08
C (3.164, -1.718, 4.560)  -0.25
N (3.965, -2.033, 3.361)  -0.21
C (5.155, -2.846, 3.722)  -0.25
C (6.235, -2.099, 4.442)  -0.07
C (3.113, -2.670, 2.372)  -0.26
C (3.716, -2.668, 0.955)  -0.07
H (1.639, -0.410, 5.290)  0.08
H (1.761, -0.387, 3.508)  0.04
H (2.968, 0.417, 4.392)  0.07
H (3.883, -1.556, 5.356)  0.10
H (2.491, -2.560, 4.865)  0.13
H (4.769, -3.708, 4.237)  0.11
H (5.579, -3.167, 2.801)  0.09
H (6.342, -1.166, 3.892)  0.06
H (5.926, -1.928, 5.490)  0.08
H (7.232, -2.555, 4.401)  0.08
H (2.145, -2.194, 2.331)  0.10
H (2.940, -3.725, 2.589)  0.12
H (3.943, -1.647, 0.510)  0.06
H (2.916, -3.168, 0.340)  0.07
H (4.595, -3.307, 0.888)  0.06
F (-0.873, 2.340, 4.420)  0.06
C (-0.145, 3.042, 3.569)  -0.32
C (1.227, 3.069, 3.792)  -0.05
C (1.985, 3.612, 2.811)  -0.05
C (1.364, 4.262, 1.669)  -0.05
C (-0.008, 4.283, 1.548)  -0.08
C (-0.829, 3.645, 2.493)  0.01
H (1.734, 2.634, 4.609)  0.10
H (3.058, 3.636, 2.962)  0.09
H (1.912, 4.754, 0.895)  0.08
H (-0.434, 4.935, 0.795)  0.09
H (-1.896, 3.622, 2.542)  0.11
F (-3.796, -4.407, -1.553)  0.03
C (-2.442, -4.623, -1.575)  -0.26
C (-1.675, -3.834, -0.726)  -0.02
C (-0.315, -4.049, -0.729)  -0.10
C (0.229, -5.097, -1.450)  -0.11
C (-0.579, -5.919, -2.232)  -0.08
C (-1.930, -5.575, -2.454)  -0.01
H (-2.104, -3.027, -0.114)  0.10
H (0.366, -3.465, -0.122)  0.09
H (1.280, -5.196, -1.372)  0.09
H (-0.189, -6.711, -2.889)  0.11
H (-2.577, -6.186, -3.086)  0.12
F (-2.079, 4.011, -1.420)  0.05
C (-0.798, 4.330, -1.685)  -0.30
C (-0.469, 5.710, -1.812)  -0.02
C (0.869, 6.014, -1.901)  -0.08
C (1.835, 4.967, -1.887)  -0.11
C (1.480, 3.651, -1.765)  -0.10
C (0.132, 3.320, -1.686)  -0.02
H (-1.224, 6.514, -1.813)  0.12
H (1.179, 7.043, -2.045)  0.10
H (2.873, 5.258, -1.988)  0.10
H (2.251, 2.870, -1.832)  0.12
H (-0.166, 2.273, -1.541)  0.12
N (-0.346, -0.628, -5.256)  0.01
C (0.184, -1.379, -4.218)  -0.13
C (-0.113, -2.695, -4.466)  -0.10
C (-0.837, -2.721, -5.696)  -0.11
C (-0.953, -1.427, -6.175)  -0.14
H (-0.254, 0.360, -5.331)  0.14
H (0.599, -0.879, -3.336)  0.09
H (0.108, -3.505, -3.803)  0.07
H (-1.185, -3.587, -6.210)  0.08
H (-1.480, -1.106, -7.081)  0.11
N (4.930, 0.646, 2.342)  0.03
C (5.075, 0.956, 0.991)  -0.13
C (5.719, 2.162, 0.889)  -0.10
C (5.968, 2.599, 2.227)  -0.12
C (5.492, 1.644, 3.069)  -0.18
H (4.597, -0.248, 2.722)  0.09
H (4.697, 0.281, 0.247)  0.08
H (5.844, 2.732, 0.017)  0.07
H (6.431, 3.508, 2.594)  0.09
H (5.616, 1.588, 4.119)  0.10
N (1.463, 0.060, 0.662)  0.05
C (0.281, 0.457, 1.292)  -0.11
C (-0.752, -0.040, 0.569)  -0.11
C (-0.217, -0.714, -0.547)  -0.14
C (1.149, -0.684, -0.486)  -0.13
H (2.340, 0.186, 1.099)  0.09
H (0.225, 1.089, 2.172)  0.09
H (-1.790, 0.171, 0.778)  0.08
H (-0.815, -1.140, -1.380)  0.09
H (1.888, -1.152, -1.116)  0.10
N (-5.427, -0.669, 1.979)  0.00
C (-4.552, -1.623, 1.500)  -0.12
C (-3.378, -1.499, 2.265)  -0.12
C (-3.537, -0.369, 3.101)  -0.13
C (-4.842, 0.044, 3.008)  -0.14
H (-6.338, -0.453, 1.650)  0.13
H (-4.736, -2.248, 0.646)  0.10
H (-2.436, -2.057, 2.097)  0.09
H (-2.752, 0.068, 3.731)  0.10
H (-5.393, 0.914, 3.381)  0.11

Properties
Highest occupied orbital energy (eV): -7.9
SMILES: c1cc[nH]c1.c1cc[nH]c1.c1cc[nH]c1.c1cc[nH]c1.CCN(CC)CC.CCN(CC)CC.Fc1ccccc1.Fc1ccccc1.Fc1ccccc1


(2)
The following is a DFT calculation (wB97M-V/def2-TZVPD) of an isolated molecule of C19H22N2O7S.

Each line ends with the Löwdin charge.
Element x y z (Å)
C (4.785, 1.840, 1.318)  -0.08
O (4.522, 0.661, 0.601)  -0.07
C (3.300, 0.074, 0.756)  -0.22
C (2.279, 0.553, 1.558)  -0.01
C (1.055, -0.094, 1.613)  -0.03
C (0.836, -1.235, 0.857)  -0.22
C (1.867, -1.753, 0.076)  0.05
C (3.090, -1.110, 0.015)  -0.21
O (4.141, -1.526, -0.741)  -0.06
C (4.002, -2.724, -1.469)  -0.08
H (4.958, -2.875, -1.968)  0.09
H (3.796, -3.573, -0.811)  0.10
H (3.208, -2.651, -2.220)  0.10
H (1.683, -2.651, -0.487)  0.09
N (-0.445, -1.808, 0.888)  0.16
C (-0.875, -2.908, 0.244)  -0.45
O (-0.191, -3.694, -0.380)  0.07
C (-2.377, -3.197, 0.403)  -0.05
H (-2.706, -3.670, -0.528)  0.14
H (-2.508, -3.899, 1.231)  0.14
O (-3.222, -2.094, 0.712)  0.01
C (-3.380, -1.167, -0.233)  -0.51
O (-2.766, -1.172, -1.273)  0.10
C (-4.454, -0.175, 0.153)  -0.07
H (-5.422, -0.640, -0.047)  0.13
H (-4.371, -0.014, 1.227)  0.12
C (-4.353, 1.158, -0.622)  -0.20
N (-3.006, 1.539, -1.000)  -0.13
S (-1.965, 1.734, 0.302)  0.70
O (-1.951, 0.534, 1.114)  -0.31
O (-2.330, 2.938, 0.982)  -0.27
C (-0.383, 1.907, -0.502)  -0.27
C (0.365, 3.045, -0.273)  -0.05
C (1.619, 3.156, -0.853)  -0.07
C (2.105, 2.132, -1.649)  -0.06
C (1.341, 0.998, -1.876)  -0.05
C (0.089, 0.878, -1.296)  -0.06
H (-0.510, -0.006, -1.452)  0.11
H (1.723, 0.204, -2.498)  0.12
H (3.087, 2.212, -2.091)  0.12
H (2.214, 4.041, -0.682)  0.11
H (-0.050, 3.818, 0.354)  0.11
H (-2.619, 0.840, -1.624)  0.08
H (-4.937, 1.104, -1.543)  0.13
H (-4.741, 1.968, -0.002)  0.12
H (-1.141, -1.197, 1.309)  0.11
H (0.262, 0.309, 2.222)  0.11
H (2.418, 1.446, 2.146)  0.11
H (4.744, 1.674, 2.400)  0.10
H (4.086, 2.640, 1.049)  0.08
H (5.796, 2.133, 1.039)  0.10

Properties
Highest occupied orbital energy (eV): -7.6
SMILES: COc1ccc(NC(=O)COC(=O)CCNS(=O)(=O)c2ccccc2)cc1OC
Energy relative to the best compared isomer or geometry (same formula, charge and spin) (kJ/mol): 141.34


What did the second record say?
The following is a DFT calculation (wB97M-V/def2-TZVPD) of an isolated molecule of C19H22N2O7S.

Each line ends with the Löwdin charge.
Element x y z (Å)
C (4.785, 1.840, 1.318)  -0.08
O (4.522, 0.661, 0.601)  -0.07
C (3.300, 0.074, 0.756)  -0.22
C (2.279, 0.553, 1.558)  -0.01
C (1.055, -0.094, 1.613)  -0.03
C (0.836, -1.235, 0.857)  -0.22
C (1.867, -1.753, 0.076)  0.05
C (3.090, -1.110, 0.015)  -0.21
O (4.141, -1.526, -0.741)  -0.06
C (4.002, -2.724, -1.469)  -0.08
H (4.958, -2.875, -1.968)  0.09
H (3.796, -3.573, -0.811)  0.10
H (3.208, -2.651, -2.220)  0.10
H (1.683, -2.651, -0.487)  0.09
N (-0.445, -1.808, 0.888)  0.16
C (-0.875, -2.908, 0.244)  -0.45
O (-0.191, -3.694, -0.380)  0.07
C (-2.377, -3.197, 0.403)  -0.05
H (-2.706, -3.670, -0.528)  0.14
H (-2.508, -3.899, 1.231)  0.14
O (-3.222, -2.094, 0.712)  0.01
C (-3.380, -1.167, -0.233)  -0.51
O (-2.766, -1.172, -1.273)  0.10
C (-4.454, -0.175, 0.153)  -0.07
H (-5.422, -0.640, -0.047)  0.13
H (-4.371, -0.014, 1.227)  0.12
C (-4.353, 1.158, -0.622)  -0.20
N (-3.006, 1.539, -1.000)  -0.13
S (-1.965, 1.734, 0.302)  0.70
O (-1.951, 0.534, 1.114)  -0.31
O (-2.330, 2.938, 0.982)  -0.27
C (-0.383, 1.907, -0.502)  -0.27
C (0.365, 3.045, -0.273)  -0.05
C (1.619, 3.156, -0.853)  -0.07
C (2.105, 2.132, -1.649)  -0.06
C (1.341, 0.998, -1.876)  -0.05
C (0.089, 0.878, -1.296)  -0.06
H (-0.510, -0.006, -1.452)  0.11
H (1.723, 0.204, -2.498)  0.12
H (3.087, 2.212, -2.091)  0.12
H (2.214, 4.041, -0.682)  0.11
H (-0.050, 3.818, 0.354)  0.11
H (-2.619, 0.840, -1.624)  0.08
H (-4.937, 1.104, -1.543)  0.13
H (-4.741, 1.968, -0.002)  0.12
H (-1.141, -1.197, 1.309)  0.11
H (0.262, 0.309, 2.222)  0.11
H (2.418, 1.446, 2.146)  0.11
H (4.744, 1.674, 2.400)  0.10
H (4.086, 2.640, 1.049)  0.08
H (5.796, 2.133, 1.039)  0.10

Properties
Highest occupied orbital energy (eV): -7.6
SMILES: COc1ccc(NC(=O)COC(=O)CCNS(=O)(=O)c2ccccc2)cc1OC
Energy relative to the best compared isomer or geometry (same formula, charge and spin) (kJ/mol): 141.34